1.
{
  "formula": "C4H10NO3P",
  "method": "ωB97M-V/def2-TZVPD",
  "orbital_gap_ha": 0.3117,
  "relative_energy_kcal_mol": 79.29,
  "e_tot_ha": -780.14742,
  "smiles": "C=PN[C@H](CO)C(O)O",
  "species": ["C", "P", "N", "C", "C", "O", "C", "O", "O", "H", "H", "H", "H", "H", "H", "H", "H", "H", "H"],
  "positions_angstrom": [[-3.51988, -0.45762, -0.35285], [-2.42977, -0.09398, 0.90529], [-1.12638, 0.21030, -0.03927], [0.17533, 0.31684, 0.61577], [1.06708, 1.39755, -0.02326], [0.59927, 2.77018, 0.20396], [0.94192, -0.98784, 0.54360], [1.27990, -1.37636, -0.81080], [2.02850, -0.82364, 1.35227], [-4.62416, -0.59750, -0.29276], [-3.33085, -0.20630, -1.31622], [-1.08745, 0.57120, -0.95759], [0.14071, 0.67228, 1.60165], [1.13629, 1.31091, -1.05811], [2.00222, 1.15023, 0.31202], [0.89701, 3.50050, -0.35171], [0.42599, -1.89805, 1.00952], [2.20418, -1.47587, -0.65038], [2.27715, -1.74570, 1.65175]]
}

2.
{
  "formula": "C29H44Cl2CrO9P2Se",
  "method": "ωB97M-V/def2-TZVPD",
  "orbital_gap_ha": [0.2709, 0.2715],
  "relative_energy_kcal_mol": 66.07,
  "charge": -1,
  "spin_multiplicity": 2,
  "e_tot_ha": -6857.97744,
  "species": ["Cr", "C", "C", "C", "C", "C", "C", "C", "Se", "C", "C", "C", "C", "C", "C", "O", "C", "C", "C", "C", "C", "C", "C", "C", "C", "O", "C", "C", "C", "C", "C", "C", "H", "H", "H", "H", "H", "H", "H", "H", "H", "H", "H", "H", "H", "H", "H", "H", "H", "H", "H", "H", "H", "H", "H", "H", "H", "H", "H", "H", "H", "H", "H", "H", "H", "H", "H", "H", "H", "H", "H", "H", "O", "P", "O", "O", "O", "P", "O", "O", "O", "H", "H", "Cl", "C", "Cl", "H", "H"],
  "positions_angstrom": [[-1.00297, -1.62007, 2.03490], [-0.82346, 4.85758, -1.46331], [-2.22834, 4.50975, -0.95179], [-2.57305, 5.43058, 0.22630], [-3.22664, 4.78028, -2.07672], [-2.25581, 3.05143, -0.49185], [-1.41573, 2.62971, 0.53097], [-1.41438, 1.30825, 0.93243], [-0.20334, 0.69656, 2.27710], [1.29806, 0.37285, 1.14215], [2.22031, 1.37455, 0.90068], [3.26677, 1.15076, 0.01713], [3.32169, -0.11050, -0.57038], [2.41963, -1.14628, -0.34254], [1.35471, -0.89762, 0.55342], [0.42039, -1.80479, 0.80969], [2.65583, -2.45105, -1.12919], [1.67691, -3.58748, -0.82308], [2.54910, -2.14738, -2.63086], [4.06569, -2.97649, -0.81570], [4.30965, 2.20807, -0.34168], [4.06136, 3.52260, 0.39735], [5.70986, 1.70263, 0.02942], [4.25850, 2.49029, -1.84975], [-2.24735, 0.33695, 0.36146], [-2.22217, -0.93012, 0.75382], [-3.11629, 0.74732, -0.67249], [-3.08479, 2.08525, -1.06268], [-4.04156, -0.26727, -1.35290], [-3.19711, -1.36310, -2.02145], [-4.98411, -0.90198, -0.31782], [-4.90971, 0.38113, -2.43128], [-0.78047, 5.90151, -1.78769], [-0.55394, 4.22049, -2.30839], [-0.07002, 4.71304, -0.68685], [-2.56205, 6.47785, -0.08944], [-1.85854, 5.31777, 1.04329], [-3.56544, 5.19786, 0.61804], [-3.17560, 5.83375, -2.36292], [-4.25151, 4.56646, -1.76616], [-3.00697, 4.18167, -2.96317], [-0.74043, 3.32491, 1.01893], [2.09595, 2.32566, 1.40168], [4.12735, -0.30233, -1.27118], [0.64335, -3.31801, -1.02692], [1.72830, -3.88899, 0.22047], [1.94818, -4.44603, -1.44611], [1.54854, -1.78458, -2.87480], [2.73418, -3.05661, -3.20996], [3.26831, -1.39031, -2.94976], [4.17827, -3.14880, 0.25665], [4.84918, -2.28381, -1.12844], [4.23110, -3.92466, -1.33489], [4.10705, 3.39083, 1.48047], [3.08616, 3.94591, 0.14653], [4.82552, 4.25074, 0.11524], [5.77068, 1.48844, 1.09838], [6.46633, 2.45365, -0.21648], [5.95738, 0.78590, -0.50851], [3.26342, 2.83133, -2.14305], [4.48875, 1.59581, -2.43109], [4.98326, 3.26424, -2.11877], [-3.74417, 2.38975, -1.86132], [-2.57543, -1.87907, -1.29248], [-2.55030, -0.92892, -2.78869], [-3.85265, -2.09593, -2.50194], [-4.42729, -1.44971, 0.43857], [-5.66891, -1.59202, -0.81995], [-5.58018, -0.13058, 0.17756], [-4.30990, 0.81307, -3.23628], [-5.55345, 1.16413, -2.02247], [-5.55371, -0.38328, -2.87189], [0.27967, -3.81904, 5.45307], [-0.74396, -2.71394, 4.79153], [-1.25541, -1.97885, 5.96250], [0.10695, -2.26792, 3.59021], [-1.77515, -3.95964, 4.18343], [-1.75650, -4.54264, 2.75014], [-2.14153, -1.50277, 3.52908], [-2.10508, -5.95741, 2.65519], [-1.84597, -3.54911, 1.64855], [0.18867, -3.71080, 6.40364], [-3.07978, -1.45316, 3.71150], [0.74368, -4.92649, 2.59243], [0.73521, -6.61004, 2.01924], [0.34356, -6.76955, 0.30834], [-0.00295, -7.13622, 2.61071], [1.74663, -6.96596, 2.17288]]
}

3.
{
  "formula": "C14H13HfN3O6",
  "method": "ωB97M-V/def2-TZVPD",
  "orbital_gap_ha": 0.2265,
  "relative_energy_kcal_mol": 0.00,
  "e_tot_ha": -1204.74022,
  "species": ["C", "C", "C", "C", "C", "Hf", "N", "C", "C", "H", "H", "H", "H", "H", "H", "H", "H", "H", "H", "O", "C", "O", "C", "C", "C", "C", "C", "C", "N", "O", "O", "N", "O", "O", "H", "H", "H"],
  "positions_angstrom": [[-0.37340, 0.61232, -4.33421], [1.03890, 0.71420, -4.02280], [1.19101, 1.62048, -2.92193], [-0.10287, 2.11107, -2.55874], [-1.07296, 1.50560, -3.42540], [-0.57053, -0.67952, -2.25433], [-2.49071, -0.76593, -2.11883], [0.25706, -2.41183, -3.25082], [1.69052, -2.11405, -2.98235], [2.13448, 1.99275, -2.53864], [1.84465, 0.29955, -4.62583], [-0.31713, 2.87064, -1.81501], [-2.14187, 1.69865, -3.43050], [-0.81995, 0.12425, -5.20363], [2.16523, -1.63630, -3.84245], [-0.31540, -2.92415, -2.47091], [-2.87679, -1.72754, -2.41861], [2.01742, -2.51812, -2.00767], [-0.29862, -1.96174, -4.09581], [0.74968, -0.92359, -0.13417], [0.00156, -0.06429, 0.47018], [-0.79906, 0.68751, -0.17697], [0.04419, 0.07569, 1.97315], [-0.76611, 1.05780, 2.55783], [-0.82676, 1.16719, 3.96010], [-0.08910, 0.29772, 4.77330], [0.74037, -0.66227, 4.17591], [0.83550, -0.76598, 2.76850], [1.44444, -1.60536, 5.00695], [1.30645, -1.53815, 6.24745], [2.16462, -2.46851, 4.45945], [-1.68098, 2.16607, 4.55162], [-2.31427, 2.93813, 3.79770], [-1.76506, 2.23073, 5.79539], [-1.34083, 1.72787, 1.92649], [-0.16689, 0.36367, 5.85560], [1.50324, -1.49453, 2.30995]]
}

4.
{
  "formula": "C8H24IN2O2",
  "method": "ωB97M-V/def2-TZVPD",
  "orbital_gap_ha": 0.3335,
  "charge": 1,
  "e_tot_ha": -876.64819,
  "species": ["I", "C", "C", "C", "O", "C", "N", "H", "H", "H", "H", "H", "H", "H", "H", "H", "H", "H", "H", "C", "C", "C", "O", "C", "N", "H", "H", "H", "H", "H", "H", "H", "H", "H", "H", "H", "H"],
  "positions_angstrom": [[3.36418, 6.92664, 8.06496], [4.89601, 9.88209, 5.28555], [5.89854, 9.22533, 6.19023], [5.85689, 9.72909, 7.65731], [6.92839, 9.12046, 8.43778], [8.25551, 9.69703, 8.38525], [5.66777, 7.76066, 6.07221], [4.77545, 7.52568, 6.57892], [5.63575, 7.47971, 5.11215], [6.33538, 7.23665, 6.65074], [4.71847, 9.31292, 4.37136], [5.12075, 10.90314, 5.05700], [3.91112, 9.93052, 5.80597], [6.88600, 9.41042, 5.80153], [4.91865, 9.49957, 8.20486], [5.97709, 10.79816, 7.63994], [8.62028, 9.71397, 7.33165], [8.86544, 8.95840, 8.92765], [8.28885, 10.68591, 8.78799], [4.92003, 4.94286, 11.36666], [5.94891, 6.05020, 11.29677], [7.35881, 5.71032, 10.83004], [7.41924, 5.60775, 9.44289], [8.42979, 4.72553, 8.96906], [5.61651, 7.17381, 10.33702], [4.95708, 6.85796, 9.49718], [5.04062, 7.88405, 10.78171], [6.42934, 7.64211, 9.96498], [5.21190, 4.24506, 12.15932], [4.79216, 4.41307, 10.42551], [3.92965, 5.32508, 11.66020], [6.05109, 6.47222, 12.29910], [7.69793, 4.79705, 11.31644], [8.01567, 6.56967, 11.13353], [9.42741, 5.15930, 9.22432], [8.41862, 4.53912, 7.90453], [8.33105, 3.77797, 9.51660]]
}

5.
{
  "formula": "C17H17ClF4N2Os",
  "method": "ωB97M-V/def2-TZVPD",
  "orbital_gap_ha": [0.2402, 0.2402],
  "relative_energy_kcal_mol": 13.18,
  "charge": 2,
  "e_tot_ha": -1717.13651,
  "species": ["Os", "C", "N", "C", "C", "C", "N", "C", "C", "F", "C", "F", "C", "C", "F", "C", "F", "H", "H", "H", "H", "H", "H", "H", "H", "H", "H", "H", "Cl", "C", "C", "C", "C", "C", "C", "C", "H", "H", "H", "H", "H", "H"],
  "positions_angstrom": [[0.13347, 0.31194, 0.72607], [0.61364, 0.81862, 3.68974], [-0.41256, 0.37491, 2.71235], [-1.63067, 1.22069, 2.91341], [-0.75812, -1.06593, 2.91517], [-1.67784, -1.53723, 1.78448], [-1.17010, -0.99185, 0.50559], [-1.64761, -1.48162, -0.72224], [-0.93115, -1.07132, -1.84085], [0.11012, -0.19978, -1.58172], [-1.22722, -1.47271, -3.12409], [-0.49445, -1.02819, -4.13370], [-2.29114, -2.33213, -3.32543], [-3.01979, -2.75691, -2.22986], [-4.04191, -3.57320, -2.39464], [-2.71533, -2.34784, -0.92989], [-3.46246, -2.78301, 0.08230], [0.22346, 0.69334, 4.70090], [0.83569, 1.87087, 3.52052], [1.51732, 0.22179, 3.57631], [-2.00782, 1.06723, 3.92595], [-2.39637, 0.95708, 2.18896], [-1.35698, 2.26473, 2.78224], [-1.23767, -1.18706, 3.88828], [0.17634, -1.63232, 2.92118], [-2.71046, -1.21504, 1.92164], [-1.67230, -2.62686, 1.73954], [-2.55434, -2.66342, -4.32047], [2.49108, 0.01940, 0.82072], [2.81760, 0.84594, -0.73026], [3.92705, 0.52510, -1.46593], [4.04321, 1.16927, -2.69647], [3.06658, 2.05692, -3.14471], [1.95867, 2.35131, -2.37259], [1.81299, 1.75882, -1.10972], [0.70846, 2.04699, -0.20213], [4.66598, -0.18435, -1.12290], [4.90667, 0.96497, -3.31458], [3.18163, 2.52487, -4.11215], [1.21211, 3.05154, -2.72330], [-0.00776, 2.77266, -0.57504], [1.02195, 2.26178, 0.85734]]
}

6.
{
  "formula": "C3H4AgNaO",
  "method": "ωB97M-V/def2-TZVPD",
  "orbital_gap_ha": [0.1607, 0.1611],
  "e_tot_ha": -500.94808,
  "species": ["C", "C", "C", "O", "Ag", "H", "H", "H", "H", "Na"],
  "positions_angstrom": [[-2.52324, -0.37809, 0.34790], [-2.56379, -1.62448, -0.32794], [-2.41218, -2.05708, 1.75974], [-1.35125, -2.40515, 2.30391], [-2.67722, 3.11247, 0.39736], [-3.40641, 0.19770, 0.67028], [-1.70930, -1.99366, -0.91729], [-3.49207, -2.16089, -0.58662], [-3.42385, -2.22090, 2.08764], [-1.48527, 1.47281, -1.39747]]
}

- What is the formula in the fourth record?
  C8H24IN2O2